This record from OMol25 describes a cluster of 9 separate species, C4H26N2O9 in total. The level of theory is ωB97M-V/def2-TZVPD.

The geometry in XYZ format:
```
41
Properties=species:S:1:pos:R:3
O 0.955 1.219 1.333
C 1.684 0.276 0.759
C 0.926 -0.620 -0.186
C 1.672 -1.970 -0.230
N 0.721 -0.194 -1.631
C -0.263 0.930 -1.835
N 0.184 2.309 -1.915
H 2.761 0.402 0.766
H -0.082 -0.895 0.142
H 2.761 -1.874 -0.243
H 1.428 -2.575 0.643
H 1.450 -2.530 -1.144
H 1.616 0.264 -1.848
H -1.231 0.888 -1.338
H -0.519 0.608 -2.854
H 0.162 2.678 -2.849
H -0.212 2.973 -1.273
H -0.347 -1.545 4.301
H 0.081 -2.626 3.312
O 0.426 -2.022 3.981
H 0.360 -2.170 -3.958
H 1.605 -1.605 -3.115
O 1.307 -2.060 -3.911
H -1.533 1.936 3.489
H -0.687 0.875 2.585
O -1.522 1.098 3.036
H -1.444 -1.602 2.177
H -2.970 -1.746 2.699
O -2.112 -2.148 2.597
H 2.126 2.356 -1.298
H 3.152 1.690 -2.215
O 2.791 1.653 -1.317
H -2.047 -0.965 -1.173
H -2.355 -1.419 -2.542
O -2.110 -1.788 -1.684
H -3.504 0.578 0.935
H -3.740 -0.919 0.482
O -3.217 -0.127 0.348
H 0.763 2.989 1.104
H 0.721 3.968 2.329
O 0.242 3.710 1.541
```

Properties
expectation value of S²: 0.754
E_LUMO (spin up / spin down): 0.099 / 0.099 hartree
multiplicity: 2
net charge: -1
orbital gap (spin up / spin down): 3.564 / 6.615 eV



This record from OMol25 describes a cluster of 10 separate species, C20H60O20 in total. The level of theory is ωB97M-V/def2-TZVPD.

The geometry in XYZ format:
```
100
Properties=species:S:1:pos:R:3
C 4.130 1.070 1.218
C 5.122 1.467 0.115
O 5.465 0.417 -0.728
O 4.555 0.283 2.373
H 3.360 0.531 0.678
H 3.617 2.008 1.579
H 6.014 1.708 0.671
H 4.750 2.392 -0.393
H 4.760 0.313 -1.362
H 4.835 -0.536 1.959
C -4.770 0.104 2.382
C -3.948 0.761 1.319
O -2.541 0.764 1.599
O -4.393 0.502 3.670
H -4.569 -0.989 2.314
H -5.839 0.296 2.191
H -4.204 1.807 1.246
H -4.114 0.234 0.381
H -2.425 0.995 2.550
H -4.295 -0.240 4.278
C 0.559 -3.594 4.051
C 0.902 -3.393 5.570
O 1.154 -2.064 5.847
O -0.462 -2.709 3.666
H 0.193 -4.652 3.950
H 1.482 -3.486 3.473
H 1.840 -4.003 5.675
H 0.161 -3.702 6.243
H 1.360 -1.660 5.014
H -1.027 -3.165 3.049
C 1.037 2.291 0.393
C -0.043 2.996 -0.321
O -1.104 2.098 -0.790
O 0.545 1.972 1.675
H 1.947 2.880 0.531
H 1.268 1.346 -0.093
H 0.197 3.668 -1.103
H -0.417 3.704 0.449
H -1.292 1.454 -0.092
H 0.776 1.032 1.916
C 2.241 -2.359 -2.740
C 2.447 -3.832 -2.762
O 2.084 -4.507 -1.538
O 0.877 -2.014 -3.025
H 2.835 -1.942 -3.505
H 2.514 -1.895 -1.793
H 3.456 -4.131 -2.919
H 1.914 -4.192 -3.638
H 1.137 -4.347 -1.269
H 0.821 -1.692 -3.929
C -3.106 3.857 -3.796
C -4.108 3.311 -2.733
O -3.562 2.148 -2.092
O -1.809 3.888 -3.342
H -3.339 4.839 -4.072
H -3.171 3.300 -4.757
H -5.011 3.007 -3.282
H -4.278 4.061 -1.963
H -2.881 2.397 -1.432
H -1.799 3.052 -2.898
C 0.036 -1.224 0.381
C -0.888 -2.421 0.403
O -1.830 -2.416 1.515
O 0.762 -0.997 1.546
H -0.626 -0.382 0.144
H 0.778 -1.325 -0.412
H -0.251 -3.324 0.557
H -1.427 -2.557 -0.559
H -2.078 -1.482 1.662
H 0.508 -1.674 2.165
C 1.134 1.126 5.141
C 2.039 1.270 6.427
O 2.220 0.089 7.186
O 1.768 0.167 4.219
H 0.833 2.078 4.641
H 0.213 0.605 5.429
H 1.667 2.090 7.097
H 3.007 1.587 6.063
H 2.025 -0.727 6.700
H 2.673 0.537 4.040
C 0.626 1.264 -5.313
C 1.904 1.675 -4.561
O 1.831 1.132 -3.256
O 0.605 -0.201 -5.394
H 0.739 1.645 -6.316
H -0.296 1.558 -4.787
H 1.946 2.755 -4.448
H 2.842 1.328 -5.096
H 1.152 0.423 -3.205
H -0.232 -0.571 -5.750
C -1.958 -0.714 -3.005
C -2.990 -1.209 -4.130
O -2.381 -1.522 -5.382
O -2.636 -0.526 -1.754
H -1.537 0.267 -3.267
H -1.175 -1.464 -2.902
H -3.798 -0.431 -4.261
H -3.509 -2.084 -3.723
H -2.397 -2.476 -5.541
H -3.146 0.276 -1.913
```

Properties
E_LUMO: 0.013 hartree
orbital gap: 9.850 eV
SMILES string: OCCO.OCCO.OCCO.OCCO.OCCO.OCCO.OCCO.OCCO.OCCO.OCCO



This record from OMol25 describes the molecule C4H5NO2. The level of theory is ωB97M-V/def2-TZVPD.

The geometry in XYZ format:
```
12
Properties=species:S:1:pos:R:3
O -1.393 -0.536 1.957
C -1.786 -0.346 0.833
C -1.104 0.709 -0.019
O -1.720 1.671 -0.432
N 0.228 0.438 -0.076
C 1.619 0.562 -0.346
C 0.903 -0.747 -0.471
H -2.642 -0.897 0.424
H 2.212 0.665 0.560
H 1.996 1.063 -1.235
H 0.669 -1.073 -1.485
H 1.019 -1.509 0.291
```

Properties
E_LUMO: 0.011 hartree
orbital gap: 10.084 eV
SMILES string: O=CC(=O)N1CC1



Record order is preserved below.
ΔE to the lowest compared entry with this formula, charge and spin: 34.6 38.0 63.2 kcal per mole